No. 1
Entry from OMol25: a structure of composition C51H69AlN9S2 in a non-equilibrium geometry (wB97M-V/def2-TZVPD).

Last column: Löwdin charge in e.
Cartesian coordinates (Å):
C1 -2.46267 4.32994 -2.32242  -0.16
C2 -3.79849 4.30006 -2.14291  -0.22
Al1 -5.12713 3.03758 -3.03967  0.20
C3 -4.49570 1.10757 -3.06419  -0.27
C4 -3.37432 0.77692 -4.07166  -0.28
C5 -2.00293 1.25515 -3.54509  -0.20
C6 -0.87681 0.22961 -3.70435  -0.18
N1 0.05722 0.23786 -2.51837  -0.19
C7 -0.23274 -0.88383 -1.61303  -0.22
C8 -1.44082 -0.67753 -0.70351  -0.17
C9 -1.09711 0.09988 0.56733  -0.25
C10 -1.04582 1.61095 0.34951  -0.10
C11 1.38872 0.10623 -2.99375  -1.15
S1 1.90185 -1.14443 -3.93074  0.62
S2 2.62340 1.24978 -2.58422  0.93
C12 2.04701 2.53543 -1.44270  -0.46
C13 3.29200 3.41340 -1.26989  -0.36
C14 3.16775 4.53437 -0.24553  -0.11
N2 -6.71285 3.04777 -1.94600  -0.13
C15 -6.29093 2.88373 -0.53340  -0.39
C16 -7.36966 2.20014 0.33011  -0.13
H1 -1.78455 4.49839 -1.48082  0.02
H2 -1.98777 4.19160 -3.28806  0.02
H3 -4.18567 5.02210 -1.41422  0.02
H4 -5.46389 3.60030 -4.52736  -0.09
H5 -4.24025 0.73103 -2.06896  0.03
H6 -5.38623 0.53904 -3.36172  0.04
H7 -3.31084 -0.31630 -4.16146  0.08
H8 -3.60854 1.17243 -5.05894  0.09
H9 -1.74161 2.17656 -4.05617  0.09
H10 -2.10743 1.52975 -2.50002  0.07
H11 -0.29661 0.52029 -4.57316  0.10
H12 -1.26716 -0.78087 -3.82369  0.11
H13 -0.28745 -1.83046 -2.16056  0.10
H14 0.63799 -0.97817 -0.95718  0.11
H15 -2.29834 -0.24148 -1.21309  0.10
H16 -1.73901 -1.67916 -0.38091  0.11
H17 -0.15403 -0.27469 0.96736  0.07
H18 -1.84317 -0.10245 1.34082  0.10
H19 -0.52418 1.83089 -0.57944  0.04
H20 -2.05140 2.02205 0.25338  0.07
H21 -0.55808 2.13348 1.17300  0.06
H22 1.21430 3.13032 -1.81209  0.09
H23 1.76401 2.12219 -0.47673  0.07
H24 3.56726 3.81085 -2.24643  0.09
H25 4.09896 2.76824 -0.91458  0.09
H26 2.36482 5.22208 -0.51829  0.06
H27 4.08344 5.12046 -0.20388  0.07
H28 2.91074 4.16733 0.74605  0.07
H29 -7.04812 4.00478 -2.03816  0.01
H30 -6.01876 3.86091 -0.12828  0.08
H31 -5.40660 2.23973 -0.51431  0.07
H32 -7.82651 2.89524 1.03739  0.05
H33 -6.92036 1.41146 0.93689  0.05
H34 -8.14799 1.79858 -0.31216  0.05
N3 1.95489 0.06421 2.50916  0.06
C17 1.53511 -0.07996 3.76360  -0.15
C18 2.28583 -0.69077 4.75696  -0.08
C19 3.53887 -1.18411 4.42516  -0.09
C20 3.98817 -1.04333 3.12237  -0.07
C21 3.16103 -0.41030 2.20818  -0.15
H35 0.54599 0.31317 3.97486  0.10
H36 1.89591 -0.77996 5.76192  0.10
H37 4.15463 -1.67151 5.17076  0.10
H38 4.95661 -1.41349 2.81648  0.09
H39 3.47363 -0.27439 1.17815  0.10
N4 -9.57203 0.70770 2.47031  0.07
C22 -9.04977 0.46691 3.66984  -0.15
C23 -8.98426 -0.79487 4.24228  -0.08
C24 -9.49197 -1.86727 3.52738  -0.09
C25 -10.03857 -1.63454 2.27603  -0.08
C26 -10.05216 -0.33316 1.79586  -0.15
H40 -8.66389 1.33378 4.19554  0.10
H41 -8.54479 -0.93015 5.22149  0.08
H42 -9.46036 -2.86899 3.93796  0.10
H43 -10.44432 -2.44231 1.68227  0.10
H44 -10.46502 -0.10622 0.81891  0.11
N5 -8.24315 0.33379 8.10979  0.06
C27 -9.28050 -0.49543 8.19022  -0.16
C28 -10.42684 -0.22866 8.92270  -0.07
C29 -10.49787 0.96840 9.61572  -0.09
C30 -9.42658 1.84384 9.54514  -0.08
C31 -8.32854 1.48044 8.77995  -0.15
H45 -9.18029 -1.42137 7.63413  0.10
H46 -11.24053 -0.94028 8.94720  0.10
H47 -11.37469 1.21593 10.20033  0.10
H48 -9.44024 2.78915 10.06982  0.10
H49 -7.47030 2.13771 8.69398  0.10
N6 5.29205 -2.56148 0.21690  0.06
C32 4.11876 -2.96901 -0.26623  -0.15
C33 3.82527 -4.29300 -0.55872  -0.06
C34 4.80230 -5.24919 -0.34149  -0.08
C35 6.02947 -4.84615 0.15857  -0.10
C36 6.21893 -3.49861 0.41951  -0.17
H50 3.38146 -2.18966 -0.42698  0.09
H51 2.85357 -4.56220 -0.94940  0.10
H52 4.61477 -6.29225 -0.56100  0.10
H53 6.82086 -5.55883 0.33590  0.09
H54 7.16543 -3.14033 0.81251  0.10
N7 0.46069 6.44846 1.43814  0.06
C37 0.84981 7.66932 1.07903  -0.16
C38 0.49285 8.82397 1.75804  -0.08
C39 -0.31766 8.70455 2.87541  -0.09
C40 -0.73302 7.44228 3.26376  -0.08
C41 -0.31613 6.35208 2.51427  -0.15
H55 1.48019 7.71859 0.19691  0.10
H56 0.84059 9.79013 1.41829  0.10
H57 -0.62164 9.58147 3.43309  0.10
H58 -1.36903 7.30206 4.12694  0.10
H59 -0.62058 5.34612 2.78224  0.10
N8 7.44277 -6.62243 -2.06607  0.06
C42 7.64829 -5.56637 -2.85055  -0.14
C43 8.05588 -5.65844 -4.17272  -0.06
C44 8.26648 -6.91752 -4.70954  -0.09
C45 8.05955 -8.02837 -3.90712  -0.08
C46 7.64743 -7.82593 -2.59889  -0.15
H60 7.47244 -4.60015 -2.38849  0.10
H61 8.20416 -4.76561 -4.76441  0.10
H62 8.58845 -7.03090 -5.73731  0.10
H63 8.21291 -9.02961 -4.28628  0.10
H64 7.46927 -8.66741 -1.93740  0.10
N9 11.18454 -6.42523 -6.75057  0.05
C47 11.63723 -6.46409 -5.49893  -0.17
C48 12.44401 -5.48505 -4.94047  -0.07
C49 12.80602 -4.40487 -5.72822  -0.08
C50 12.34655 -4.34837 -7.03397  -0.07
C51 11.54095 -5.37913 -7.49332  -0.15
H65 11.32984 -7.32745 -4.91892  0.10
H66 12.77729 -5.56826 -3.91532  0.10
H67 13.43495 -3.61874 -5.33068  0.10
H68 12.60454 -3.52326 -7.68328  0.10
H69 11.15648 -5.37214 -8.50736  0.10

Output
Energy (eV): -95682.6915
E_HOMO (eV): -3.91
F_max (eV/Å): 1.5
Kohn-Sham gap (eV): 5.63
Total charge: -1

No. 2
Entry from OMol25: a structure of composition C30H24F12N2O6ReS (wB97M-V/def2-TZVPD).

Last column: Löwdin spin population.
Cartesian coordinates (Å):
Re1 0.23680 -0.58636 0.10436  2.29
C1 4.88311 4.25225 -0.84104  0.00
C2 3.60237 3.49987 -0.61270  0.01
C3 2.52175 3.64068 -1.48165  0.00
C4 1.35458 2.93966 -1.26735  0.01
C5 1.22539 2.07895 -0.17489  0.02
N1 0.00618 1.38825 0.01260  0.12
C6 -1.13163 2.14465 0.32023  0.01
C7 -0.98694 3.46869 0.75953  0.02
C8 -2.07745 4.24190 1.09644  0.00
C9 -3.36779 3.73264 1.01981  0.02
C10 -4.56291 4.55491 1.41001  0.00
C11 -3.51356 2.42280 0.59359  0.00
C12 -2.43151 1.61334 0.25204  0.02
C13 -2.67502 0.21097 -0.28583  0.02
O1 -1.63734 -0.68798 -0.06320  0.14
C14 -3.88054 -0.50987 0.39088  0.00
F1 -3.76030 -0.42644 1.72066  0.00
F2 -3.90415 -1.80131 0.06258  0.00
F3 -5.08328 -0.00706 0.05540  0.00
C15 -2.89285 0.30737 -1.82061  0.01
F4 -3.97641 1.04062 -2.12240  0.00
F5 -3.04037 -0.89329 -2.38578  0.00
F6 -1.84003 0.90429 -2.39436  0.00
C16 2.31485 1.88731 0.68274  0.01
C17 3.48060 2.62184 0.45289  0.00
C18 2.19323 0.88878 1.83924  0.02
O2 1.51177 -0.28314 1.50547  0.06
C19 1.49530 1.54175 3.06629  0.00
F7 1.96626 2.78006 3.28557  0.00
F8 0.18065 1.63284 2.87126  0.00
F9 1.68593 0.83306 4.18615  0.00
C20 3.58748 0.36819 2.29419  0.00
F10 3.48574 -0.69962 3.08162  0.00
F11 4.29907 1.29102 2.95841  0.00
F12 4.31216 -0.01367 1.21953  0.00
H1 4.69310 5.22016 -1.30374  0.00
H2 5.55150 3.69770 -1.50320  0.00
H3 5.41343 4.42181 0.09541  0.00
H4 2.59737 4.30791 -2.33163  0.00
H5 0.50649 3.04948 -1.93056  0.00
H6 0.00356 3.88947 0.85338  0.00
H7 -1.91781 5.25954 1.43283  0.00
H8 -4.37964 5.61669 1.24593  0.00
H9 -4.80590 4.42125 2.46620  0.00
H10 -5.44227 4.27182 0.83180  0.00
H11 -4.51412 2.02686 0.51563  0.00
H12 4.32310 2.52376 1.12129  0.00
C21 2.09920 -6.60321 -5.02271  0.00
C22 1.92556 -5.22147 -4.46429  0.00
C23 2.68022 -4.15326 -4.95022  0.00
C24 2.53586 -2.88426 -4.42318  0.00
C25 1.61354 -2.68720 -3.40104  0.00
C26 0.83686 -3.72912 -2.90489  0.00
C27 1.00668 -4.99181 -3.44303  0.00
S1 1.45399 -1.10104 -2.70596  0.01
O3 1.84902 -0.07717 -3.61902  0.00
O4 0.11458 -1.03488 -2.11707  0.04
N2 2.46452 -1.00267 -1.36622  0.04
C28 3.35158 -2.12669 -0.94862  0.00
C29 2.88950 -2.86159 0.30545  0.00
C30 1.49942 -3.45566 0.17472  0.01
O5 1.31774 -4.64378 0.02927  0.02
O6 0.51638 -2.58201 0.18658  0.09
H13 2.79080 -6.61177 -5.86316  0.00
H14 1.14330 -7.00445 -5.36033  0.00
H15 2.48317 -7.27875 -4.25672  0.00
H16 3.38857 -4.32243 -5.75103  0.00
H17 3.11379 -2.05226 -4.80265  0.00
H18 0.12627 -3.55539 -2.10935  0.00
H19 0.42047 -5.81238 -3.05060  0.00
H20 2.99020 -0.13819 -1.47353  0.00
H21 4.32721 -1.68189 -0.76063  0.00
H22 3.46785 -2.82585 -1.77842  0.00
H23 2.91706 -2.19329 1.16148  0.00
H24 3.58949 -3.68032 0.47336  0.00

Output
Energy (eV): -92342.5672
Energy above the lowest of the compared OMol25 structures with the same formula, charge and spin (kJ/mol): 26.8
E_HOMO (alpha / beta) (eV): -7.42 / -7.89
F_max (eV/Å): 0.5
Kohn-Sham gap (alpha / beta) (eV): 6.97 / 7.45
Multiplicity: 4
<S²>: 3.7628

No. 3
Entry from OMol25: a cluster of 7 separate species, H15NO6 in total in a non-equilibrium geometry (wB97M-V/def2-TZVPD).

Last column: natural (NBO) charge in e.
Cartesian coordinates (Å):
N1 -2.45984 -0.43426 -2.24844  -1.08
H1 -1.85039 0.25586 -2.52208  0.38
H2 -2.26144 -1.11441 -1.66114  0.33
H3 -2.93569 -0.75139 -3.10529  0.36
H4 -1.89806 1.67532 3.15631  0.47
H5 -1.74170 1.48177 4.64113  0.47
O1 -2.00610 1.00666 3.82404  -0.93
H6 -0.71261 -1.76695 -1.43775  0.47
H7 0.64472 -2.39503 -1.08049  0.49
O2 0.07965 -2.13632 -1.89152  -0.96
H8 0.77890 0.87092 -3.80229  0.46
H9 0.99810 -0.03066 -2.63023  0.49
O3 0.75059 0.85171 -2.91633  -0.95
H10 1.16954 4.05369 2.16265  0.48
H11 0.75311 3.51012 3.58532  0.47
O4 1.34677 3.39404 2.82035  -0.95
H12 3.91077 -1.43157 -0.03233  0.46
H13 2.82101 -0.50373 -0.01781  0.47
O5 3.20320 -1.10368 -0.66933  -0.93
H14 -1.52932 -2.33102 0.74202  0.47
H15 -1.29104 -0.87629 1.17885  0.49
O6 -0.82873 -1.71325 0.90307  -0.95

Output
Energy (eV): -14017.5031
SMILES string: N.O.O.O.O.O.O
Energy above the lowest of the compared OMol25 structures with the same formula, charge and spin (kJ/mol): 225.1
E_HOMO (eV): -9.61
F_max (eV/Å): 6.3
Kohn-Sham gap (eV): 9.79

No. 4
Entry from OMol25: a cluster of 6 separate species, C9H30BrN10O5P in total in a non-equilibrium geometry (wB97M-V/def2-TZVPD).

Last column: natural (NBO) charge in e.
Cartesian coordinates (Å):
C1 2.84012 1.52003 0.96826  -0.63
C2 1.58183 2.61360 0.87994  -0.43
C3 0.23342 1.67354 0.57691  -0.42
C4 -1.10601 2.55676 0.22467  -0.72
P1 -2.60256 1.53389 0.93835  0.44
Br1 -2.12180 -0.68267 0.56615  -0.23
H1 3.82491 1.98760 1.39353  0.23
H2 2.41358 0.62650 1.63464  0.19
H3 2.96183 1.05580 -0.11859  0.21
H4 1.75631 3.37036 0.00455  0.27
H5 1.41112 3.18958 1.89656  0.20
H6 0.01964 1.06454 1.57375  0.21
H7 0.47811 0.98603 -0.34614  0.21
H8 -1.17002 2.66591 -0.95982  0.25
H9 -1.05425 3.64530 0.65171  0.26
H10 -2.55551 1.81256 2.35195  -0.02
C5 1.82620 3.61695 -2.92473  0.77
O1 1.42192 4.08973 -1.87423  -0.68
N1 1.91294 2.29198 -3.14030  -0.84
N2 2.22115 4.37872 -3.96075  -0.84
H11 2.24324 1.88383 -3.99848  0.39
H12 1.62531 1.68282 -2.38562  0.41
H13 2.17181 5.38188 -3.83998  0.41
H14 2.55697 4.00791 -4.83352  0.39
C6 0.59909 -4.14078 -0.31499  0.76
O2 0.83912 -3.56835 -1.36628  -0.67
N3 -0.07865 -3.55972 0.69128  -0.87
N4 0.99092 -5.40390 -0.06875  -0.86
H15 -0.28598 -4.01488 1.56420  0.40
H16 -0.39193 -2.60876 0.54679  0.41
H17 1.50419 -5.87781 -0.80040  0.44
H18 0.80277 -5.89198 0.79054  0.39
C7 -3.87380 5.94195 1.77527  0.76
O3 -4.27808 6.41473 2.82577  -0.66
N5 -3.78706 4.61698 1.55970  -0.85
N6 -3.47885 6.70372 0.73925  -0.84
H19 -3.45676 4.20883 0.70152  0.39
H20 -4.07469 4.00782 2.31438  0.41
H21 -3.52819 7.70688 0.86002  0.41
H22 -3.14303 6.33291 -0.13352  0.39
C8 -0.03790 -2.18490 4.19976  0.77
O4 -0.88737 -3.06107 4.16426  -0.68
N7 0.18652 -1.43334 5.29261  -0.84
N8 0.74974 -1.89261 3.14914  -0.85
H23 0.88137 -0.70739 5.34101  0.39
H24 -0.38498 -1.62107 6.10594  0.41
H25 0.61334 -2.43508 2.30625  0.41
H26 1.45459 -1.17491 3.15921  0.39
C9 0.46370 -6.68457 -3.56725  0.77
O5 1.50666 -6.73361 -2.93453  -0.69
N9 0.41894 -6.80576 -4.90622  -0.84
N10 -0.73417 -6.50493 -2.98205  -0.84
H27 -0.43004 -6.76807 -5.44470  0.39
H28 1.29902 -6.94251 -5.38592  0.41
H29 -0.74507 -6.40909 -1.97505  0.41
H30 -1.60370 -6.46183 -3.48609  0.39

Output
Energy (eV): -114292.5807
SMILES string: CCCCPBr.NC(N)=O.NC(N)=O.NC(N)=O.NC(N)=O.NC(N)=O
E_HOMO (eV): -8.83
F_max (eV/Å): 2.6
Kohn-Sham gap (eV): 8.91